Molecular formula: C47H31ClF5I2MoN2O4P2
Method: DFT, ωB97M-V/def2-TZVPD

Values from the calculation:
LUMO level (alpha / beta) in eV: -3.21 / -3.63
HOMO level (alpha / beta) in eV: -10.2 / -10.5
Frontier orbital gap (alpha / beta) in eV: 7.04 / 6.88
2S+1: 3
Molecular weight in g mol⁻¹: 1229.9
Energy relative to the best compared isomer or geometry (same formula, charge and spin) in kcal/mol: 0.0
Charge: +1

Structure (XYZ):
```
95
Properties=species:S:1:pos:R:3:forces:R:3:lowdin_charge:R:1
Mo 0.0410 -0.0592 0.7089 -0.1044 0.3967 0.4369 1.568
C -1.3940 -3.6131 -1.8060 0.0092 -0.0151 -0.0096 -0.096
N -0.9405 -2.4833 -0.9996 0.0040 0.0041 -0.0128 -0.463
P -1.7885 -1.0277 -0.7702 -0.0247 -0.1650 0.0108 0.967
C -2.2270 -0.3610 -2.3796 0.0508 0.0679 0.0153 -0.324
C -1.5515 0.7621 -2.8539 -0.0627 -0.0058 0.0095 -0.095
C -1.8196 1.2404 -4.1284 0.0023 -0.0060 -0.0115 -0.053
C -2.7476 0.5956 -4.9305 0.0047 0.0044 -0.0054 -0.052
C -3.4181 -0.5300 -4.4642 -0.0058 -0.0075 -0.0076 -0.057
C -3.1638 -1.0086 -3.1915 0.0146 -0.0245 -0.0353 -0.097
C -3.3127 -1.5338 0.0373 -0.0392 0.0512 -0.0730 -0.333
C -3.2332 -2.4461 1.0898 0.0347 0.0184 0.0158 -0.084
C -4.3872 -2.8649 1.7280 -0.0011 -0.0042 0.0118 -0.057
C -5.6216 -2.3721 1.3253 -0.0083 -0.0006 -0.0028 -0.051
C -5.7043 -1.4596 0.2836 -0.0050 0.0515 0.0503 -0.053
C -4.5518 -1.0345 -0.3592 -0.0252 0.0889 0.0416 -0.085
P 0.6539 -1.9840 -0.7907 -0.0466 -0.1711 -0.1074 0.932
C 1.5319 -3.3527 -0.0204 -0.0170 0.0386 0.0700 -0.356
C 0.8802 -4.0776 0.9781 -0.0090 0.0068 -0.0293 -0.090
C 1.5648 -5.0552 1.6811 0.0170 -0.0038 0.0051 -0.055
C 2.9035 -5.3009 1.4029 -0.0108 -0.0126 0.0126 -0.057
C 3.5593 -4.5717 0.4209 -0.0011 0.0071 -0.0080 -0.060
C 2.8778 -3.5961 -0.2907 0.0077 -0.0020 0.0106 -0.099
C 1.3975 -1.7678 -2.4201 0.0369 -0.0754 0.0202 -0.317
C 1.7052 -2.9001 -3.1823 0.0307 0.0033 -0.0041 -0.096
C 2.1744 -2.7585 -4.4764 -0.0017 -0.0028 -0.0061 -0.058
C 2.3457 -1.4903 -5.0190 -0.0017 -0.0019 0.0032 -0.053
C 2.0354 -0.3654 -4.2718 -0.0107 0.0015 -0.0061 -0.047
C 1.5542 -0.5020 -2.9778 -0.0181 0.0084 0.0018 -0.074
H -2.4238 -3.8503 -1.5377 0.0007 0.0044 -0.0013 0.088
H -0.7760 -4.4838 -1.5857 0.0000 0.0037 -0.0005 0.086
H -1.3395 -3.3930 -2.8748 0.0056 0.0004 0.0034 0.085
H -0.8273 1.2668 -2.2294 -0.0191 0.0516 0.0467 0.051
H -1.3020 2.1195 -4.4888 0.0032 0.0067 0.0025 0.105
H -2.9566 0.9708 -5.9236 -0.0021 0.0027 -0.0035 0.113
H -4.1447 -1.0286 -5.0913 -0.0013 -0.0025 -0.0073 0.113
H -3.7043 -1.8734 -2.8257 0.0283 -0.0055 -0.0228 0.108
H -2.2682 -2.8154 1.4133 -0.0011 0.0137 0.0122 0.085
H -4.3257 -3.5721 2.5443 -0.0024 0.0030 0.0071 0.112
H -6.5223 -2.6970 1.8286 -0.0037 -0.0046 0.0034 0.114
H -6.6657 -1.0700 -0.0235 0.0005 -0.0023 -0.0022 0.117
H -4.6195 -0.3148 -1.1660 -0.0150 0.0038 0.0696 0.109
H -0.1557 -3.8655 1.2097 -0.0043 -0.0067 -0.0013 0.092
H 1.0571 -5.6220 2.4498 -0.0027 -0.0029 0.0025 0.113
H 3.4368 -6.0640 1.9540 0.0021 -0.0029 0.0027 0.113
H 4.6020 -4.7639 0.2061 0.0054 -0.0009 -0.0029 0.114
H 3.3943 -3.0240 -1.0512 0.0080 -0.0015 -0.0015 0.113
H 1.5904 -3.8922 -2.7626 -0.0089 0.0019 -0.0010 0.109
H 2.4104 -3.6369 -5.0617 0.0005 -0.0031 -0.0049 0.113
H 2.7181 -1.3832 -6.0291 0.0065 0.0019 -0.0053 0.114
H 2.1586 0.6236 -4.6932 0.0022 0.0060 -0.0032 0.114
H 1.2783 0.3775 -2.4170 0.0229 0.0133 0.0237 0.067
I 1.2409 3.9570 -2.3873 0.0115 -0.0020 -0.0012 1.004
C 2.4899 2.7776 -1.2259 0.0038 -0.0100 -0.0101 -0.635
C 3.8774 3.0337 -1.1725 0.0027 -0.0139 0.0146 -0.201
C 4.7232 2.2495 -0.4365 0.0000 -0.0090 0.0121 -0.663
I 6.7525 2.7189 -0.3891 -0.0015 -0.0004 -0.0082 0.967
C 4.2152 1.1325 0.2823 0.0227 0.0103 -0.0287 -0.192
C 4.9660 0.2398 1.0763 -0.0111 -0.0113 0.0160 -0.005
C 4.3437 -0.7983 1.7178 -0.0027 0.0063 -0.0261 -0.009
C 2.9634 -0.9759 1.5677 -0.0092 -0.0044 0.0063 -0.102
N 2.2361 -0.1663 0.8242 0.0857 0.0330 -0.0434 -0.039
C 2.8331 0.8903 0.2028 0.0042 0.0280 -0.0288 -0.140
C 1.9489 1.7297 -0.5219 0.0132 -0.0300 -0.0360 -0.431
O 0.6637 1.4178 -0.5004 -0.0161 0.1288 -0.0179 -0.320
H 4.2696 3.8761 -1.7254 -0.0019 0.0017 -0.0049 0.085
H 6.0327 0.3885 1.1789 0.0040 0.0003 -0.0041 0.074
H 4.8987 -1.4875 2.3373 -0.0006 -0.0008 0.0066 0.120
H 2.4436 -1.7889 2.0604 -0.0055 0.0141 0.0106 0.123
Cl -0.8596 -1.2390 9.0292 -0.0002 -0.0001 -0.0035 0.704
C -0.5878 -1.0234 7.3365 0.0020 0.0014 0.0043 -0.655
C -1.1097 -1.9498 6.4434 -0.0035 0.0041 -0.0027 -0.085
C -0.8875 -1.7759 5.0903 0.0276 0.0091 0.0091 0.000
C -0.1531 -0.6825 4.6400 0.0152 -0.0081 -0.0009 -0.136
C 0.3568 0.2435 5.5458 -0.0116 -0.0051 -0.0051 0.007
C 0.1439 0.0733 6.9012 -0.0095 -0.0046 -0.0018 -0.081
C 0.0675 -0.4919 3.2011 0.0168 -0.0647 0.0552 -0.564
O 0.6248 0.5446 2.7377 0.0144 -0.0894 -0.0270 -0.066
O -0.3078 -1.3800 2.3528 -0.0167 -0.1301 -0.0800 -0.153
H -1.6830 -2.7879 6.8129 -0.0005 -0.0027 0.0058 0.110
H -1.2890 -2.4780 4.3726 0.0011 -0.0036 -0.0004 0.118
H 0.9129 1.0954 5.1789 0.0035 0.0034 -0.0021 0.126
H 0.5322 0.7801 7.6203 0.0005 0.0033 0.0027 0.112
F -6.3075 3.4326 0.6340 0.0099 -0.0138 -0.0035 0.133
C -5.1378 2.8242 0.8201 0.0158 0.0325 0.0158 -0.141
C -4.0571 3.1216 0.0100 0.0086 -0.0189 0.0373 -0.139
F -4.1723 4.0430 -0.9447 -0.0048 0.0001 -0.0211 0.132
C -2.8425 2.4840 0.2084 -0.0647 -0.0119 -0.0034 -0.142
F -1.7982 2.8477 -0.5408 0.0371 -0.0409 -0.0905 0.085
C -2.6768 1.5113 1.1921 0.0069 0.1255 0.1224 -0.254
O -1.5270 0.9025 1.4465 0.0655 -0.0648 -0.2352 -0.257
C -3.7758 1.2577 2.0176 -0.0423 -0.0939 -0.1203 -0.150
F -3.6612 0.3438 2.9836 0.0162 -0.0439 0.0378 0.125
C -4.9862 1.8963 1.8388 -0.0389 -0.0627 -0.0692 -0.145
F -6.0230 1.5932 2.6184 0.0075 0.0085 0.0069 0.131
```
Forces are in eV/Å.